1.
Molecular formula: C16H40B2MnO8S4
Method: DFT, ωB97M-V/def2-TZVPD

The geometry in XYZ format:
```
71
Properties=species:S:1:pos:R:3:mulliken_spin:R:1
Mn -27.974 -35.718 22.726 4.69
B -28.986 -35.150 24.759 0.00
H -30.064 -35.222 24.339 0.02
H -28.506 -36.146 24.478 0.01
H -28.399 -34.356 24.182 0.04
H -28.918 -34.915 25.892 0.01
B -29.516 -36.696 21.543 -0.05
H -30.352 -37.347 21.080 0.00
H -28.641 -37.322 21.911 0.04
H -29.032 -36.001 20.746 0.04
H -29.939 -36.048 22.381 0.04
C -25.865 -31.642 23.534 0.00
C -24.795 -31.650 22.419 0.00
C -24.521 -33.138 22.150 0.00
S -24.884 -34.085 23.655 0.00
O -23.684 -34.638 24.224 0.00
O -26.007 -34.940 23.336 -0.01
C -25.469 -32.673 24.576 0.01
H -26.857 -31.930 23.167 0.01
H -26.052 -30.640 23.922 0.00
H -23.874 -31.108 22.630 0.00
H -25.281 -31.173 21.569 0.00
H -23.613 -33.456 21.646 0.00
H -25.310 -33.436 21.452 0.00
H -24.677 -32.188 25.152 0.00
H -26.226 -33.041 25.270 0.00
C -26.667 -39.495 25.970 0.00
C -25.769 -38.435 26.638 0.00
C -25.470 -37.276 25.699 0.01
S -25.712 -37.993 24.000 0.01
O -24.495 -37.891 23.220 0.00
O -26.923 -37.437 23.438 0.05
C -26.135 -39.665 24.541 0.00
H -27.718 -39.209 25.992 0.00
H -26.530 -40.448 26.476 0.00
H -24.850 -38.960 26.922 0.00
H -26.057 -38.002 27.598 0.00
H -24.463 -36.873 25.753 0.00
H -26.194 -36.460 25.678 0.00
H -25.149 -40.128 24.619 0.00
H -26.799 -40.090 23.797 0.00
C -27.000 -36.780 17.275 0.00
C -26.739 -38.014 18.146 0.00
C -25.619 -37.670 19.131 0.00
S -25.922 -35.897 19.536 0.01
O -24.742 -35.118 19.274 0.00
O -26.563 -35.851 20.835 0.01
C -27.181 -35.631 18.255 0.01
H -27.841 -36.876 16.592 0.00
H -26.129 -36.551 16.651 0.00
H -26.470 -38.862 17.512 0.00
H -27.636 -38.378 18.650 0.00
H -24.622 -37.790 18.717 0.00
H -25.706 -38.183 20.086 0.00
H -27.150 -34.622 17.856 0.00
H -28.131 -35.839 18.757 0.00
C -30.530 -31.443 21.047 0.00
C -30.760 -32.145 19.698 0.00
C -29.840 -33.370 19.785 0.00
S -28.338 -32.848 20.643 0.01
O -27.206 -32.626 19.760 0.00
O -28.152 -33.714 21.791 0.03
C -29.011 -31.317 21.323 0.00
H -30.991 -31.873 21.933 0.00
H -30.941 -30.437 20.918 0.00
H -30.387 -31.528 18.883 0.00
H -31.808 -32.425 19.662 0.00
H -29.602 -33.878 18.854 -0.01
H -30.241 -34.122 20.469 0.00
H -28.587 -30.526 20.699 0.00
H -28.845 -31.062 22.364 0.00
```

LUMO level (spin up / spin down)   0.3 / 0.3 eV
Orbital gap (spin up / spin down)   8.2936 / 9.0380 eV
HOMO level (spin up / spin down)   -0.2936 / -0.3210 hartree
Multiplicity   6
Relative energy (zero: lowest compared OMol25 entry of this formula, charge and spin)   1.480 eV
Expectation value of S²   8.753



2.
Molecular formula: C16H40BBr2Cl2N5NaO11PV
Method: DFT, ωB97M-V/def2-TZVPD

The geometry in XYZ format:
```
80
Properties=species:S:1:pos:R:3:lowdin_charge:R:1
C 2.450 0.529 1.354 -0.07
C 2.916 1.565 0.246 -0.38
C 3.208 0.827 -1.137 -0.10
C 2.017 2.853 0.089 -0.14
C 0.477 2.639 0.128 -0.26
N -0.078 1.866 -1.027 0.09
C -1.277 1.206 -0.788 -0.28
N -2.497 1.983 -0.760 0.17
B -3.027 2.152 0.634 -0.75
O -2.440 2.934 1.604 0.10
O -4.246 1.497 0.974 0.15
N -1.394 -0.091 -0.591 0.15
C -0.193 -0.962 -0.632 -0.28
N -0.250 -2.093 0.289 -0.30
H 1.436 0.702 1.778 0.07
H 2.463 -0.500 0.914 0.06
H 3.150 0.515 2.231 0.07
H 3.929 1.936 0.572 0.12
H 4.123 0.209 -0.993 0.08
H 2.371 0.162 -1.459 0.03
H 3.423 1.646 -1.873 0.08
H 2.275 3.577 0.893 0.11
H 2.295 3.313 -0.898 0.12
H 0.091 2.209 1.088 0.12
H 0.012 3.709 0.066 -0.11
H 0.604 1.262 -1.478 0.08
H -3.160 1.418 -1.306 0.13
H -2.837 2.645 2.451 0.14
H -4.159 0.626 0.568 0.05
H -2.325 -0.528 -0.416 0.09
H -0.096 -1.414 -1.663 0.09
H 0.746 -0.393 -0.459 0.07
H -0.222 -1.743 1.254 0.09
H 0.596 -2.659 0.152 0.08
Br -2.194 -3.317 0.136 0.09
Na -4.263 -1.849 0.281 0.29
Br -1.515 4.923 -0.468 -0.06
C -2.682 6.353 3.411 -0.18
O -1.532 5.838 2.765 -0.18
H -2.381 7.176 4.058 0.07
H -3.394 6.721 2.666 0.07
H -3.153 5.572 4.017 0.07
H -1.823 5.111 2.196 -0.03
O 0.292 -1.709 -3.878 0.20
H 1.037 -1.058 -3.995 0.15
H 0.248 -2.350 -4.634 0.13
H -0.583 -1.243 -3.744 0.15
N 4.789 2.159 5.508 0.06
C 3.972 2.582 4.539 -0.15
C 4.386 3.342 3.458 -0.07
C 5.725 3.688 3.376 -0.08
C 6.591 3.263 4.369 -0.08
C 6.074 2.503 5.407 -0.16
H 2.934 2.289 4.648 0.11
H 3.679 3.654 2.701 0.09
H 6.089 4.283 2.546 0.10
H 7.643 3.515 4.340 0.10
H 6.714 2.144 6.207 0.10
C 1.799 -4.921 -7.503 -0.09
C 1.179 -4.551 -6.171 -0.35
O -0.169 -4.109 -6.354 -0.13
H 1.787 -4.065 -8.181 0.08
H 2.830 -5.254 -7.375 0.08
H 1.230 -5.718 -7.985 0.04
H 1.741 -3.738 -5.702 0.09
H 1.179 -5.408 -5.489 0.03
H -0.658 -4.836 -6.760 0.03
O -4.179 -2.611 5.871 -0.34
P -4.857 -1.688 4.878 -0.03
O -4.412 -0.246 5.103 -0.36
O -6.447 -1.787 5.101 -0.31
O -4.545 -2.120 3.446 -0.39
C -1.108 -7.911 -5.987 -0.97
Cl 0.486 -7.756 -5.235 0.57
Cl -1.102 -7.312 -7.652 0.55
H -1.394 -8.958 -5.991 0.03
H -1.825 -7.335 -5.410 0.04
O -7.879 -1.681 5.242 -0.48
V -9.531 -2.298 5.268 1.18
O -11.116 -2.903 5.294 -0.73
```

Total charge   -1
LUMO level   -1.4 eV
Orbital gap   1.4339 eV
HOMO level   -0.1047 hartree



3.
Molecular formula: C16H40N3O6Y
Method: DFT, ωB97M-V/def2-TZVPD

The geometry in XYZ format:
```
66
Properties=species:S:1:pos:R:3:lowdin_charge:R:1
Y 0.086 0.061 -0.015 1.46
C -1.060 -0.889 -3.674 -0.05
C 0.273 -1.254 -3.024 -0.55
C 1.486 -1.068 -3.937 -0.04
O 0.494 -0.421 -1.958 -0.39
H -1.506 -1.582 -4.366 0.08
H -0.964 0.032 -4.230 0.07
H -1.761 -0.781 -2.859 0.05
H 0.246 -2.277 -2.639 0.12
H 1.479 -0.016 -4.212 0.06
H 1.434 -1.663 -4.864 0.08
H 2.457 -1.197 -3.478 0.07
C -3.757 0.497 -0.520 -0.06
C -2.816 1.722 -0.491 -0.53
C -3.293 2.692 0.628 -0.06
O -1.516 1.332 -0.209 -0.37
H -3.680 -0.064 0.405 0.05
H -3.434 -0.206 -1.284 0.05
H -4.782 0.820 -0.751 0.08
H -2.842 2.179 -1.483 0.12
H -3.140 2.312 1.647 0.06
H -4.319 2.990 0.551 0.05
H -2.789 3.689 0.529 0.08
C 3.943 -0.715 -0.105 -0.05
C 2.948 -1.653 0.643 -0.55
C 3.445 -2.071 2.014 -0.09
O 1.652 -1.139 0.861 -0.39
H 3.491 -0.147 -0.896 0.05
H 4.633 -1.460 -0.492 0.06
H 4.540 0.013 0.510 0.08
H 2.849 -2.584 0.041 0.13
H 2.665 -2.652 2.523 0.07
H 3.635 -1.232 2.662 0.05
H 4.378 -2.685 2.064 0.08
C 0.916 2.654 -1.643 -0.51
O 1.342 1.915 -0.716 -0.09
N 0.202 2.085 -2.691 0.18
N 1.154 4.069 -1.569 0.15
H 0.249 1.072 -2.653 0.02
H 0.149 2.567 -3.572 0.10
H 0.736 4.769 -2.191 0.10
H 1.514 4.363 -0.676 0.09
C 2.388 2.188 2.422 -0.03
O 1.035 1.588 2.311 -0.23
C 0.598 0.968 3.471 -0.28
C -0.784 0.534 3.291 -0.16
N -0.781 -0.622 2.365 -0.12
C -1.968 -1.427 2.357 -0.19
C -1.685 -2.527 1.326 -0.17
O -1.606 -2.000 -0.017 -0.26
C -1.702 -2.988 -0.983 -0.10
H 2.665 2.492 1.400 0.08
H 3.100 1.428 2.822 0.10
H 2.287 3.077 3.037 0.08
H 0.700 1.615 4.337 0.12
H 1.257 0.104 3.731 0.14
H -1.433 1.297 2.862 0.12
H -1.222 0.183 4.220 0.12
H 0.015 -1.238 2.429 0.08
H -2.839 -0.818 2.054 0.12
H -2.201 -1.884 3.333 0.13
H -2.502 -3.256 1.299 0.12
H -0.765 -3.078 1.619 0.14
H -2.641 -3.565 -0.815 0.10
H -0.842 -3.629 -0.781 0.11
H -1.811 -2.521 -1.970 0.08
```

LUMO level   0.7 eV
Orbital gap   8.7468 eV
HOMO level   -0.2966 hartree



4.
Molecular formula: C16H40O10V
Method: DFT, ωB97M-V/def2-TZVPD

The geometry in XYZ format:
```
67
Properties=species:S:1:pos:R:3:lowdin_charge:R:1
O -12.057 -24.548 -18.373 -0.50
V -13.448 -25.331 -18.373 0.96
O -13.750 -25.879 -16.891 -0.50
C -15.943 -26.490 -21.834 -1.12
O -16.237 -26.875 -20.669 0.05
O -16.731 -26.856 -22.688 0.06
O -15.007 -25.750 -21.938 0.04
C -9.678 -29.655 -16.635 -0.04
C -10.459 -30.569 -17.597 -0.54
C -11.251 -31.673 -16.984 -0.07
O -11.277 -29.761 -18.412 -0.04
H -9.087 -30.266 -15.952 0.07
H -10.322 -29.084 -15.965 0.09
H -8.937 -29.095 -17.204 0.08
H -9.789 -31.127 -18.251 0.12
H -10.635 -32.227 -16.276 0.08
H -11.776 -32.266 -17.732 0.08
H -12.003 -31.182 -16.366 0.08
H -11.548 -30.357 -19.114 0.09
C -14.644 -29.351 -10.442 -0.05
C -15.712 -30.138 -9.670 -0.54
C -15.472 -30.143 -8.156 -0.07
O -16.943 -29.560 -9.876 -0.04
H -14.917 -29.387 -11.497 0.08
H -13.635 -29.737 -10.300 0.08
H -14.707 -28.304 -10.145 0.08
H -15.692 -31.172 -10.013 0.13
H -16.154 -30.874 -7.723 0.07
H -15.642 -29.158 -7.722 0.08
H -14.488 -30.483 -7.832 0.07
H -17.658 -30.192 -9.985 0.10
C -8.782 -24.086 -11.927 -0.05
C -9.644 -23.165 -12.836 -0.50
C -11.140 -23.503 -12.753 -0.05
O -9.394 -21.819 -12.475 -0.06
H -7.727 -23.928 -12.148 0.07
H -9.077 -25.125 -12.074 0.07
H -8.997 -23.816 -10.892 0.07
H -9.283 -23.335 -13.851 0.13
H -11.314 -24.573 -12.870 0.08
H -11.675 -22.976 -13.544 0.08
H -11.456 -23.166 -11.766 0.08
H -9.656 -21.203 -13.163 0.09
C -18.115 -21.385 -19.119 -0.07
C -17.591 -21.640 -17.701 -0.47
C -18.312 -22.661 -16.823 -0.05
O -16.224 -22.091 -17.873 -0.08
H -19.181 -21.163 -19.172 0.07
H -18.230 -22.325 -19.658 0.08
H -17.614 -20.706 -19.809 0.08
H -17.548 -20.686 -17.176 0.12
H -18.467 -23.576 -17.394 0.08
H -19.238 -22.235 -16.437 0.08
H -17.681 -22.964 -15.987 0.08
H -15.720 -21.353 -18.224 0.08
C -12.719 -19.375 -22.386 -0.04
C -11.720 -18.969 -21.268 -0.53
C -11.008 -17.623 -21.562 -0.07
O -12.406 -18.742 -20.136 -0.03
H -13.370 -20.166 -22.012 0.08
H -12.150 -19.856 -23.182 0.07
H -13.383 -18.619 -22.806 0.08
H -10.912 -19.691 -21.146 0.13
H -10.220 -17.432 -20.835 0.07
H -11.689 -16.790 -21.387 0.08
H -10.605 -17.495 -22.567 0.07
H -11.777 -18.470 -19.464 0.10
```

Total charge   -1
LUMO level   0.2 eV
Orbital gap   3.2897 eV
HOMO level   -0.1128 hartree
Relative energy (zero: lowest compared OMol25 entry of this formula, charge and spin)   9.296 eV



5.
Molecular formula: C16H40O22S2V3
Method: DFT, ωB97M-V/def2-TZVPD

The geometry in XYZ format:
```
83
Properties=species:S:1:pos:R:3:lowdin_charge:R:1
O -22.596 14.693 -14.490 -0.29
V -22.953 13.521 -15.500 0.89
O -24.520 13.645 -15.773 -0.31
O -20.633 8.940 -14.701 -0.33
V -19.817 9.068 -16.034 0.90
O -20.349 7.877 -16.935 -0.31
O -18.595 12.204 -21.277 -0.32
V -19.131 12.521 -19.781 0.92
O -18.624 14.013 -19.483 -0.32
S -17.178 10.238 -18.062 0.36
O -18.310 9.592 -17.281 -0.44
O -16.240 10.805 -17.117 -0.33
O -16.618 9.254 -18.963 -0.31
O -17.767 11.375 -18.868 -0.40
S -21.204 12.062 -17.024 0.40
O -22.686 12.180 -17.155 -0.34
O -20.539 12.612 -18.193 -0.33
O -20.947 12.887 -15.801 -0.35
O -20.776 10.689 -16.809 -0.33
C -21.996 14.168 -10.918 -0.12
O -22.505 13.135 -11.712 -0.16
C -21.519 12.575 -12.543 -0.23
C -22.099 11.435 -13.312 -0.16
O -23.233 11.871 -14.074 -0.24
C -23.866 10.756 -14.721 -0.05
H -21.473 13.778 -10.034 0.09
H -22.828 14.810 -10.633 0.09
H -21.289 14.796 -11.482 0.09
H -20.664 12.192 -11.955 0.14
H -21.079 13.336 -13.203 0.11
H -22.429 10.661 -12.612 0.15
H -21.338 11.010 -13.971 0.10
H -24.477 11.142 -15.532 0.08
H -24.517 10.250 -14.005 0.10
H -23.117 10.072 -15.126 0.09
C -21.141 15.581 -17.172 -0.05
O -22.491 15.124 -17.138 -0.27
C -23.045 14.848 -18.415 -0.19
C -23.323 16.072 -19.263 -0.20
O -24.474 16.811 -18.940 -0.17
C -24.601 17.113 -17.563 -0.09
H -20.687 15.358 -16.209 0.09
H -21.106 16.663 -17.325 0.10
H -20.551 15.050 -17.924 0.08
H -23.978 14.304 -18.235 0.13
H -22.441 14.145 -18.998 0.11
H -23.481 15.710 -20.284 0.12
H -22.426 16.712 -19.304 0.13
H -23.763 17.722 -17.207 0.09
H -24.677 16.209 -16.953 0.08
H -25.529 17.671 -17.453 0.09
C -20.714 14.603 -21.480 -0.07
O -20.963 13.399 -20.764 -0.29
C -21.536 12.391 -21.590 -0.18
C -21.792 11.162 -20.753 -0.21
O -20.586 10.680 -20.255 -0.24
C -20.724 9.408 -19.624 -0.05
H -19.914 14.466 -22.211 0.10
H -20.405 15.358 -20.762 0.09
H -21.630 14.934 -21.980 0.09
H -20.894 12.128 -22.435 0.14
H -22.509 12.744 -21.960 0.14
H -22.286 10.423 -21.402 0.14
H -22.502 11.400 -19.945 0.14
H -21.483 9.430 -18.842 0.09
H -19.756 9.138 -19.214 0.08
H -20.992 8.660 -20.380 0.10
C -18.111 11.569 -14.728 -0.04
O -18.309 10.166 -14.452 -0.24
C -17.091 9.453 -14.456 -0.20
C -17.447 8.023 -14.131 -0.16
O -18.347 7.554 -15.118 -0.26
C -18.711 6.210 -14.955 -0.08
H -17.357 11.970 -14.046 0.10
H -19.070 12.059 -14.570 0.07
H -17.781 11.720 -15.754 0.08
H -16.456 9.836 -13.638 0.14
H -16.524 9.575 -15.381 0.11
H -17.917 7.994 -13.138 0.14
H -16.558 7.381 -14.112 0.14
H -19.228 6.052 -14.003 0.10
H -17.826 5.566 -15.035 0.10
H -19.377 5.948 -15.774 0.09
```

Total charge   -1
LUMO level   2.3 eV
Orbital gap   8.5941 eV
HOMO level   -0.2299 hartree
Relative energy (zero: lowest compared OMol25 entry of this formula, charge and spin)   0.000 eV



6.
Molecular formula: C16H41BeCl2F2KLiN2O7PS
Method: DFT, ωB97M-V/def2-TZVPD

The geometry in XYZ format:
```
75
Properties=species:S:1:pos:R:3:lowdin_charge:R:1
N -0.657 -2.637 -1.218 -0.02
C -1.933 -2.790 -1.959 -0.27
C -2.967 -3.441 -1.024 -0.21
C -4.201 -3.963 -1.758 -0.21
C -5.410 -4.062 -0.823 -0.18
C -5.859 -2.595 -0.532 -0.30
C -7.162 -2.481 0.055 -0.22
Cl -7.988 -0.892 -0.439 0.45
H -0.359 -3.569 -0.993 0.05
H -0.943 -2.287 -0.326 -0.01
H -2.247 -1.801 -2.253 0.09
H -1.812 -3.475 -2.777 0.11
H -3.194 -2.785 -0.192 0.08
H -2.461 -4.306 -0.638 0.11
H -4.485 -3.341 -2.591 0.11
H -3.990 -4.962 -2.074 0.09
H -6.159 -4.613 -1.366 0.09
H -5.176 -4.623 0.061 0.11
H -5.876 -2.094 -1.476 0.09
H -5.136 -2.107 0.112 0.12
H -7.112 -2.457 1.137 0.06
Be -8.414 0.632 -2.002 0.25
F 0.475 -2.667 0.963 -0.48
N 1.843 -2.426 3.155 -0.05
H 1.348 -2.511 2.098 0.06
H 1.690 -1.498 3.558 -0.02
H 1.440 -3.153 3.747 0.09
H 3.004 -2.547 3.065 -0.11
F -5.517 -6.421 -1.867 -0.59
Li 2.163 -1.163 5.277 0.86
Cl 4.102 -1.480 2.221 -0.06
C -3.236 1.692 2.682 -0.21
C -2.688 1.841 1.258 -0.19
C -1.299 1.188 1.220 -0.18
S -1.300 -0.097 2.471 0.65
O -0.333 0.229 3.489 -0.34
O -1.270 -1.371 1.880 -0.29
C -2.970 0.241 3.067 -0.36
H -4.298 1.940 2.737 0.12
H -2.700 2.361 3.358 0.13
H -3.353 1.329 0.561 0.12
H -2.638 2.883 0.955 0.12
H -1.093 0.733 0.254 0.12
H -0.510 1.895 1.472 0.11
H -3.016 0.072 4.141 0.00
H -3.652 -0.438 2.540 0.07
K -4.855 -0.609 4.539 0.97
O 6.498 2.574 -0.134 -0.21
P 5.850 3.008 -1.386 0.52
O 5.458 4.574 -1.158 -0.20
C 6.500 5.550 -1.080 -0.28
C 7.039 5.917 -2.453 -0.08
O 4.375 2.315 -1.242 -0.22
C 4.155 1.195 -0.369 -0.30
C 3.549 1.638 0.940 -0.11
O 5.688 3.069 -3.003 -0.20
C 6.004 1.881 -3.786 -0.24
C 4.803 0.963 -3.934 -0.07
H 7.304 5.187 -0.433 0.11
H 6.066 6.431 -0.609 0.11
H 7.566 5.075 -2.906 0.07
H 7.733 6.755 -2.382 0.08
H 6.225 6.187 -3.124 0.08
H 5.074 0.638 -0.205 0.10
H 3.463 0.523 -0.882 0.12
H 4.138 2.426 1.411 0.08
H 3.477 0.787 1.622 -0.04
H 2.545 2.048 0.776 0.07
H 6.850 1.352 -3.344 0.12
H 6.315 2.237 -4.766 0.11
H 4.657 0.359 -3.041 0.06
H 4.949 0.278 -4.769 0.08
H 3.893 1.538 -4.094 0.09
O -8.536 0.110 4.458 -0.62
H -9.435 0.010 4.127 -0.19
```

LUMO level   -4.1 eV
Orbital gap   2.5270 eV
HOMO level   -0.2446 hartree
Relative energy (zero: lowest compared OMol25 entry of this formula, charge and spin)   1.486 eV